a | # C4H4N2OS

C4H4N2OS in the gas phase (ωB97M-V/def2-TZVPD, the Open Molecules 2025 dataset).

Cartesian coordinates (Å):
C 1.809 0.538 -0.005
C 0.545 0.072 0.004
C -0.726 0.765 -0.003
C -1.622 -0.249 -0.009
H 2.602 -1.609 -0.004
H 1.990 1.587 0.018
H -0.909 1.820 -0.005
H -3.282 0.607 0.005
N -0.969 -1.503 0.005
N 0.276 -1.315 -0.007
O -2.963 -0.288 0.001
S 3.247 -0.425 0.000

Properties
Kohn-Sham gap = 7.795 eV
HOMO level = -8.578 eV
Structure (SMILES) = OC1=C/C(=C/S)N=N1
2S+1 = 1
Total charge = 0

---

b | # C4H4N2OS

C4H4N2OS in the gas phase (ωB97M-V/def2-TZVPD, the Open Molecules 2025 dataset).

Cartesian coordinates (Å):
C 1.418 -1.105 0.119
C 0.662 -0.045 0.481
C -1.705 -0.243 0.730
C 0.870 1.307 0.125
H 2.877 -0.054 -0.788
H 3.050 -1.774 -0.968
H 1.058 -2.116 0.265
H -2.446 -0.227 1.506
N 2.598 -0.990 -0.527
N 1.066 2.381 -0.240
O -0.464 -0.223 1.261
S -2.122 -0.204 -0.841

Properties
Kohn-Sham gap = 9.081 eV
HOMO level = -8.878 eV
Structure (SMILES) = N#C/C(=C\N)OC=S
2S+1 = 1
Total charge = 0

---

Relative energies, kJ/mol: a 31.8; b 0.0.